1.
This record from OMol25 describes 6 unconnected molecules or ions with the total composition C28H54BN3O12S5. The level of theory is ωB97M-V/def2-TZVPD.

The geometry in XYZ format:
```
103
Properties=species:S:1:pos:R:3:mulliken_charge:R:1
C -3.822 0.406 0.118 -1.6132
C -3.100 -0.284 -1.034 0.1970
C -2.938 0.664 -2.219 -1.0803
C -1.936 0.232 -3.285 -1.2425
C -0.437 0.120 -2.839 2.6235
C -0.214 0.910 -1.632 -1.2304
N -0.055 1.525 -0.675 -0.6555
B 0.519 0.814 -3.947 0.4386
N 1.568 0.125 -4.648 -0.3606
O 0.327 2.184 -4.102 -0.5468
C -0.123 -1.376 -2.546 0.2912
O 0.028 -2.151 -3.723 -0.5439
C 1.088 -1.567 -1.738 -0.4149
N 1.983 -1.725 -1.038 -0.5555
H -4.000 -0.279 0.947 0.4138
H -3.242 1.259 0.471 0.3071
H -4.789 0.793 -0.206 0.3780
H -2.121 -0.597 -0.662 0.1612
H -3.643 -1.182 -1.343 0.3434
H -2.702 1.672 -1.870 0.2933
H -3.909 0.735 -2.718 0.6279
H -2.238 -0.733 -3.706 0.2881
H -1.998 0.952 -4.104 0.3410
H 1.279 -0.422 -5.450 0.2208
H 2.225 0.816 -5.006 0.1762
H -0.261 2.420 -4.822 0.2314
H -0.953 -1.789 -1.965 0.5088
H -0.627 -1.867 -4.368 0.5320
C -5.353 1.109 4.313 -0.2239
C -5.265 2.504 4.942 -0.6469
C -5.523 3.527 3.828 -0.6786
S -6.577 2.699 2.625 1.0960
O -5.842 2.553 1.392 -0.5869
O -7.889 3.296 2.617 -0.7056
C -6.614 1.116 3.455 -0.8127
H -5.377 0.332 5.067 0.2645
H -4.480 0.930 3.679 0.2051
H -6.023 2.600 5.721 0.3273
H -4.295 2.672 5.407 0.2838
H -6.039 4.421 4.170 0.3610
H -4.609 3.803 3.306 0.3678
H -6.651 0.330 2.704 0.4185
H -7.518 1.093 4.065 0.3691
C 3.454 -4.987 -2.728 -0.1546
C 3.292 -5.940 -3.920 -0.6483
C 2.938 -7.321 -3.356 -0.7101
S 2.085 -7.019 -1.797 1.1648
O 2.886 -7.547 -0.721 -0.6750
O 0.697 -7.391 -1.915 -0.6793
C 2.252 -5.238 -1.826 -0.6248
H 3.497 -3.945 -3.043 -0.1095
H 4.376 -5.214 -2.190 0.3422
H 2.483 -5.585 -4.562 0.2708
H 4.196 -5.985 -4.526 0.3719
H 2.272 -7.891 -3.999 0.3955
H 3.823 -7.910 -3.123 0.3403
H 2.379 -4.877 -0.808 0.4875
H 1.337 -4.832 -2.257 0.2224
C 5.008 -0.355 -1.726 -0.7786
C 5.879 0.905 -1.635 0.1333
C 6.853 0.883 -2.819 -0.9339
S 6.007 -0.033 -4.122 1.2305
O 6.737 -1.248 -4.398 -0.7122
O 5.660 0.855 -5.209 -0.7083
C 4.549 -0.431 -3.172 0.5457
H 4.152 -0.301 -1.057 0.3494
H 5.585 -1.246 -1.465 0.3990
H 5.223 1.768 -1.729 -0.4267
H 6.408 0.969 -0.685 0.5303
H 7.079 1.874 -3.204 0.4429
H 7.775 0.349 -2.597 0.3740
H 4.182 -1.407 -3.480 0.1393
H 3.806 0.334 -3.384 -0.5795
C 1.220 5.228 -2.753 -0.1314
C 1.271 5.496 -1.243 -0.7418
C 2.037 4.334 -0.601 -0.5407
S 3.173 3.737 -1.859 1.1020
O 2.801 2.388 -2.212 -0.5821
O 4.534 4.033 -1.487 -0.8005
C 2.637 4.839 -3.162 -0.8236
H 0.874 6.099 -3.308 0.4111
H 0.541 4.400 -2.959 -0.1059
H 1.794 6.436 -1.053 0.3219
H 0.274 5.582 -0.815 0.3765
H 2.624 4.629 0.265 0.3976
H 1.384 3.500 -0.346 0.2143
H 2.701 4.310 -4.111 0.3643
H 3.313 5.694 -3.159 0.4085
C -1.854 -2.192 8.552 -0.5911
C -1.770 -0.795 9.182 -0.6165
C -2.054 0.225 8.074 -0.7141
S -3.120 -0.612 6.888 1.2676
O -2.428 -0.735 5.631 -0.6991
O -4.442 -0.032 6.939 -0.7106
C -3.132 -2.198 7.719 -0.7776
H -1.871 -2.977 9.306 0.3462
H -0.991 -2.364 7.906 0.3001
H -2.521 -0.704 9.969 0.3014
H -0.797 -0.614 9.636 0.3220
H -2.574 1.111 8.428 0.3637
H -1.151 0.513 7.538 0.3954
H -3.173 -2.981 6.966 0.4111
H -4.024 -2.227 8.345 0.3637
```

**Frontier orbital gap**: 9.584 eV
**Energy**: -4182.245800 Eh
**2S+1**: 1
**Max |F|**: 0.996 eV Å⁻¹
**SMILES**: CCCC[C@](C#N)(B(N)O)[C@@H](O)C#N.O=S1(=O)CCCC1.O=S1(=O)CCCC1.O=S1(=O)CCCC1.O=S1(=O)CCCC1.O=S1(=O)CCCC1

2.
This record from OMol25 describes a molecular structure, C28H54CaF2NO28S2 at a distorted geometry. The level of theory is ωB97M-V/def2-TZVPD.

The geometry in XYZ format:
```
116
Properties=species:S:1:pos:R:3:mulliken_charge:R:1
Ca 0.768 1.567 2.379 2.1855
N 0.774 0.189 0.543 0.4418
S 1.305 -0.002 -0.879 0.1989
O 0.727 0.842 -1.934 -0.3154
O 1.979 -1.276 -1.355 -0.6311
F 2.630 0.804 -0.446 -0.3709
S -0.308 -1.182 0.388 0.4787
O 0.074 -2.403 1.138 -0.2684
O -1.044 -1.346 -0.910 -0.3993
F -1.501 -0.574 1.294 -0.2768
C 2.314 3.348 -3.487 0.3089
C 2.969 3.781 -4.742 -0.2589
O 4.362 3.820 -4.442 -0.3288
C 4.541 3.631 -3.186 0.5082
O 5.672 3.545 -2.691 -0.6000
O 3.352 3.377 -2.544 -0.1662
H 1.985 2.328 -3.681 -0.0888
H 1.516 4.001 -3.131 0.0887
H 2.557 4.748 -5.032 0.2613
H 2.808 3.011 -5.496 0.2737
C 4.034 -1.037 1.507 -0.4933
O 4.868 0.081 1.808 -0.3155
C 4.339 1.119 2.427 0.6726
O 3.120 1.280 2.646 -0.4788
O 5.368 2.004 2.738 -0.3277
C 5.172 2.977 3.720 -0.6359
H 3.963 -1.194 0.431 0.2949
H 3.005 -1.061 1.866 -0.1501
H 4.537 -1.924 1.894 0.4497
H 5.656 3.891 3.377 0.2922
H 5.626 2.735 4.682 0.2852
H 4.125 3.235 3.877 0.2259
C -1.460 4.869 -1.052 -0.2796
O -0.175 5.185 -0.564 -0.3622
C 0.676 4.290 0.164 0.3091
O 0.325 3.161 0.524 0.0849
O 1.932 4.811 0.233 -0.4125
C 3.111 4.167 0.780 -0.2369
H -1.964 5.704 -1.538 0.3030
H -2.074 4.588 -0.196 0.1866
H -1.447 4.023 -1.739 0.0597
H 3.106 4.265 1.865 0.3682
H 4.051 4.519 0.356 0.3679
H 3.000 3.106 0.557 -0.1771
C -4.888 2.673 3.920 -0.7641
O -3.472 2.696 3.578 -0.3188
C -2.990 2.424 2.363 0.3627
O -1.783 2.108 2.218 -0.2729
O -3.929 2.469 1.368 -0.3286
C -3.484 1.973 0.089 -0.3198
H -4.963 1.897 4.682 0.2934
H -5.556 2.370 3.114 0.3356
H -5.401 3.616 4.110 0.3106
H -4.310 1.507 -0.447 0.3849
H -2.735 1.197 -0.067 -0.0034
H -2.956 2.799 -0.388 0.1053
C -3.231 1.137 -3.147 -0.9820
C -1.927 0.907 -4.026 0.7794
O -1.967 1.534 -5.269 -0.4397
C -1.648 2.798 -5.328 0.7047
O -1.267 3.561 -4.382 -0.5388
O -1.713 3.123 -6.635 -0.3760
C -1.135 4.276 -7.077 -0.6679
H -3.322 0.543 -2.237 0.1695
H -4.115 0.886 -3.733 0.4132
H -3.366 2.206 -2.983 0.2809
H -1.856 -0.174 -4.146 0.0037
H -0.962 1.152 -3.584 -0.0975
H -1.000 5.111 -6.389 0.3107
H -1.628 4.521 -8.017 0.2798
H -0.131 4.026 -7.422 0.2864
C 0.129 -5.788 -2.005 -1.1600
C -0.034 -4.285 -2.158 0.1840
O -0.758 -3.909 -3.322 -0.0262
C -0.178 -3.793 -4.489 0.9318
O 1.057 -3.845 -4.632 -0.0906
O -1.008 -3.756 -5.517 -0.3167
C -2.434 -3.772 -5.464 -0.6122
H -0.797 -6.324 -1.795 0.3015
H 0.888 -6.073 -1.276 0.3790
H 0.540 -6.082 -2.970 0.4062
H 0.960 -3.839 -2.144 0.3374
H -0.613 -3.940 -1.302 -0.3057
H -2.895 -3.278 -4.608 0.2798
H -2.819 -4.720 -5.838 0.3270
H -2.856 -3.143 -6.248 0.3117
C 2.966 -1.813 5.197 -1.4042
C 1.715 -2.183 4.315 1.3683
O 0.657 -1.829 5.176 -0.3188
C -0.206 -0.786 4.795 0.4799
O -0.039 -0.026 3.770 -0.1840
O -1.052 -0.496 5.764 -0.3475
C -1.736 0.751 5.689 -0.5463
H 2.874 -2.413 6.102 0.4413
H 3.004 -0.763 5.486 0.2829
H 3.864 -2.206 4.720 0.4103
H 1.622 -3.217 3.982 -0.1153
H 1.699 -1.617 3.383 -0.7723
H -2.351 0.842 4.793 0.1664
H -1.140 1.646 5.865 0.2688
H -2.448 0.593 6.500 0.3351
C 0.541 -5.993 4.002 -1.3389
C -0.372 -5.210 3.047 0.7885
O -1.722 -5.460 3.480 -0.3317
C -2.832 -5.328 2.624 0.4849
O -4.000 -5.719 2.973 -0.5955
O -2.489 -4.893 1.409 -0.1082
C -3.372 -4.962 0.309 -0.3841
H 1.527 -5.649 3.692 0.3595
H 0.233 -7.034 4.096 0.3932
H 0.357 -5.616 5.009 0.3272
H -0.158 -5.483 2.014 0.1391
H -0.203 -4.155 3.266 -0.2787
H -4.221 -4.282 0.377 0.3101
H -3.719 -5.981 0.138 0.3401
H -2.820 -4.517 -0.519 -0.1004
```

**Frontier orbital gap (spin up / spin down)**: 8.999 / 2.862 eV
**Energy**: -4933.820772 Eh
**2S+1**: 2
**Total charge**: +2
**Max |F|**: 10.337 eV Å⁻¹
**⟨S²⟩**: 0.755

3.
This record from OMol25 describes 3 unconnected molecules or ions with the total composition C28H54ClIN3O6 at a distorted geometry. The level of theory is ωB97M-V/def2-TZVPD.

The geometry in XYZ format:
```
93
Properties=species:S:1:pos:R:3:mulliken_charge:R:1
C -1.570 2.557 1.394 -0.1538
C -2.949 3.204 1.232 -0.6732
O -3.088 3.902 0.004 -0.3562
C -4.034 3.385 -0.902 -1.0377
C -3.465 2.230 -1.701 0.5218
O -2.507 2.736 -2.616 -0.1067
C -2.137 1.924 -3.703 -1.4514
C -0.968 1.063 -3.271 0.9403
C -1.153 -0.286 -2.846 0.2133
N -2.367 -1.026 -2.876 -0.1843
C -0.021 -0.989 -2.353 -0.1282
C -0.061 -2.384 -1.802 -1.2490
C -0.969 -2.668 -0.592 -0.0609
C -2.229 -3.499 -0.881 -1.3225
I -1.409 -0.881 0.494 0.0000
N 1.187 -0.437 -2.359 -0.7967
N 1.357 0.795 -2.810 1.2288
C 2.794 1.198 -2.944 -0.8773
C 3.776 0.505 -2.018 -1.0599
C 3.825 1.049 -0.579 -1.0009
C 3.097 0.272 0.530 0.0267
C 2.507 1.168 1.635 -0.3101
C 2.732 0.629 3.053 -1.3168
C 1.874 -0.589 3.387 0.3409
C 2.356 -1.335 4.634 -1.1306
C 1.250 -2.093 5.348 -0.3594
O 0.463 -2.815 4.408 -0.2857
C -0.905 -2.923 4.729 -0.7098
C 0.345 1.585 -3.241 0.2861
C 0.712 2.972 -3.705 -1.3241
C 1.076 3.945 -2.598 0.4766
O 2.152 4.238 -2.381 -0.4064
Cl -0.224 4.573 -1.691 -0.0698
H -0.907 3.163 2.009 0.3783
H -1.118 2.432 0.409 -0.0911
H -1.655 1.573 1.857 -0.0274
H -3.732 2.447 1.316 0.3315
H -3.122 3.927 2.030 0.4232
H -4.947 3.059 -0.394 0.4599
H -4.295 4.191 -1.589 0.2848
H -4.267 1.701 -2.230 0.3062
H -2.981 1.530 -1.009 -0.2741
H -2.959 1.296 -4.039 0.5204
H -1.870 2.588 -4.523 0.2602
H -2.939 -0.819 -2.063 0.2608
H -2.911 -0.820 -3.705 0.3827
H -0.342 -3.069 -2.607 0.4539
H 0.975 -2.600 -1.541 0.2550
H -0.362 -3.247 0.100 0.6313
H -2.477 -3.483 -1.940 0.3589
H -3.090 -3.147 -0.320 0.3207
H -2.040 -4.533 -0.591 0.3650
H 2.865 2.266 -2.767 0.4729
H 3.033 0.995 -3.989 0.3285
H 3.670 -0.577 -2.054 0.3938
H 4.741 0.730 -2.480 0.4650
H 4.878 1.111 -0.300 0.4626
H 3.466 2.082 -0.588 0.3864
H 2.334 -0.383 0.107 -0.1029
H 3.825 -0.383 1.017 0.4893
H 1.432 1.321 1.468 -0.1821
H 2.962 2.161 1.572 0.5173
H 3.794 0.390 3.157 0.4129
H 2.515 1.428 3.768 0.4800
H 1.860 -1.263 2.533 0.0964
H 0.855 -0.236 3.568 0.1643
H 2.770 -0.601 5.330 0.3590
H 3.155 -2.027 4.361 0.3431
H 0.620 -1.379 5.888 0.5150
H 1.670 -2.808 6.059 0.1329
H -1.261 -3.913 4.442 0.2504
H -1.500 -2.179 4.185 0.2380
H -1.091 -2.798 5.793 0.3210
H 1.600 2.933 -4.336 0.6568
H -0.095 3.390 -4.303 0.4842
C 0.014 -6.159 7.429 -0.9545
C 0.188 -4.883 8.230 -0.2683
O -0.826 -3.920 7.945 -0.4789
H 0.017 -5.939 6.361 0.2085
H 0.816 -6.867 7.642 0.3427
H -0.935 -6.642 7.672 0.3316
H 1.129 -4.398 7.975 0.2472
H 0.205 -5.103 9.302 0.3026
H -1.675 -4.307 8.179 0.2864
C 0.299 2.740 -7.769 -0.8160
C -1.019 2.009 -7.607 -0.1728
O -0.888 0.815 -6.829 -0.5526
H 1.041 2.088 -8.230 0.2840
H 0.181 3.628 -8.390 0.3558
H 0.691 3.060 -6.798 0.1027
H -1.397 1.682 -8.573 0.3633
H -1.772 2.669 -7.160 0.2013
H -0.571 1.064 -5.956 0.2686
```

**Frontier orbital gap**: 6.885 eV
**Energy**: -2472.559642 Eh
**2S+1**: 1
**Total charge**: +1
**Max |F|**: 5.813 eV Å⁻¹
**Energy above the lowest of the compared OMol25 structures with the same formula, charge and spin**: 0.00 kcal/mol